35
Properties=species:S:1:pos:R:3:mulliken_charge:R:1 method="wB97M-V/def2-TZVPD" homo_energy_ev=-9.232 smiles="CN(Cc1cnn(C)c1)S(=O)(=O)c1cccc([N+](=O)[O-])c1" de_lowest_kcal_mol=96.4 spin_multiplicity=1 e_tot_ev=-37652.8166
C -0.337 3.243 -0.996 -1.07
N 0.425 2.105 -0.537 -0.05
C 0.600 1.073 -1.546 -0.69
C 1.402 -0.076 -1.049 0.54
C 1.005 -1.417 -0.930 -0.78
N 1.972 -2.151 -0.410 -0.94
N 2.984 -1.322 -0.190 0.77
C 4.195 -1.792 0.417 -0.89
C 2.696 -0.066 -0.564 -0.73
S 0.199 1.630 1.045 1.34
O -0.417 2.722 1.736 -0.75
O 1.425 1.117 1.577 -0.66
C -0.979 0.264 0.994 0.18
C -0.644 -0.956 1.553 -0.41
C -1.548 -2.008 1.512 -0.61
C -2.777 -1.837 0.898 -0.47
C -3.094 -0.604 0.340 -0.36
N -4.370 -0.424 -0.317 1.03
O -5.184 -1.313 -0.216 -0.62
O -4.535 0.605 -0.935 -0.61
C -2.202 0.461 0.391 -0.19
H 0.277 3.835 -1.677 0.36
H -0.590 3.843 -0.127 0.37
H -1.253 2.942 -1.518 0.34
H -0.379 0.706 -1.895 0.33
H 1.106 1.545 -2.398 0.58
H 0.073 -1.865 -1.213 0.62
H 5.049 -1.611 -0.238 0.32
H 4.088 -2.862 0.585 0.30
H 4.362 -1.286 1.369 0.32
H 3.387 0.741 -0.444 0.47
H 0.325 -1.060 2.014 0.46
H -1.290 -2.960 1.948 0.41
H -3.497 -2.640 0.840 0.50
H -2.477 1.420 -0.019 0.57